Entry 1:
{
  "formula": "C2H3F3N2",
  "method": "the ωB97M-V functional and the def2-TZVPD basis",
  "species": ["C", "C", "N", "N", "F", "F", "F", "H", "H", "H"],
  "coordinates": [[1.462, 0.424, 0.000], [-1.391, -0.018, 0.001], [0.804, -0.702, -0.015], [-0.470, -1.041, -0.032], [-1.269, 0.817, 1.072], [-1.347, 0.826, -1.077], [-2.626, -0.506, 0.042], [0.945, 1.367, -0.008], [2.533, 0.396, 0.029], [1.359, -1.561, -0.014]],
  "forces_ev_per_angstrom": [[-0.61, -0.33, 0.00], [-0.04, 0.80, -0.07], [0.29, 0.32, 0.00], [0.06, -0.60, -0.01], [0.13, 0.04, 0.22], [0.15, -0.06, -0.11], [0.04, -0.27, -0.02], [-0.18, -0.03, 0.01], [0.19, -0.24, -0.02], [-0.04, 0.39, 0.00]],
  "nbo_charge": [-0.19, 1.03, -0.18, -0.48, -0.35, -0.35, -0.31, 0.22, 0.20, 0.42],
  "de_lowest_ev": 1.6617,
  "homo_ha": -0.3373
}

***

Entry 2:
{
  "formula": "C2H3F3NO2S",
  "method": "the ωB97M-V functional and the def2-TZVPD basis",
  "species": ["C", "C", "N", "O", "O", "F", "F", "F", "S", "H", "H", "H"],
  "coordinates": [[1.216, -0.086, 0.515], [0.301, 0.788, -0.387], [-0.677, 0.187, -1.168], [-2.026, -2.044, -0.148], [-1.731, -0.052, 1.314], [2.397, -0.337, -0.082], [-0.205, 1.798, 0.403], [1.043, 1.592, -1.169], [-2.096, -0.563, 0.004], [0.857, -1.093, 0.736], [1.236, 0.473, 1.410], [-0.315, -0.663, -1.426]],
  "forces_ev_per_angstrom": [[-1.93, -0.74, -0.57], [-0.47, 0.75, 0.38], [-1.61, 1.26, 1.77], [0.97, 0.88, 0.04], [0.60, -0.37, 0.90], [1.96, 0.40, -0.58], [-1.00, -0.36, 1.01], [2.34, 0.09, -1.75], [-2.02, -0.12, -1.12], [-0.92, 0.36, -0.03], [0.94, 0.56, 1.24], [1.13, -2.70, -1.27]],
  "nbo_charge": [-0.01, 0.75, -0.89, -1.03, -1.02, -0.36, -0.36, -0.36, 1.59, 0.18, 0.17, 0.35],
  "de_lowest_ev": 0.0000,
  "homo_ha": -0.1525,
  "total_charge": -1
}

***

Entry 3:
{
  "formula": "C2H3F3O",
  "method": "the ωB97M-V functional and the def2-TZVPD basis",
  "species": ["C", "C", "O", "F", "F", "F", "H", "H", "H"],
  "coordinates": [[1.593, -0.036, -0.916], [-1.271, 0.183, 0.781], [2.144, 0.359, 0.075], [-0.806, 0.475, -0.492], [-2.316, 0.864, 1.123], [-1.814, -1.171, 0.771], [1.026, -1.049, -0.868], [1.382, 0.688, -1.751], [0.061, -0.314, 1.276]],
  "forces_ev_per_angstrom": [[-1.63, -0.20, 0.66], [3.72, -6.14, -0.75], [0.48, -0.19, -0.11], [-1.96, 0.35, 1.30], [1.12, 1.26, 0.30], [0.83, 1.98, -0.58], [1.11, 1.11, -0.71], [0.41, -0.89, 0.05], [-4.08, 2.71, -0.15]],
  "nbo_charge": [0.27, 0.85, -0.52, -0.36, -0.28, -0.40, 0.12, 0.13, 0.18],
  "de_lowest_ev": 3.6467,
  "homo_ha": -0.3814
}

***

Entry 4:
{
  "formula": "C2H3F3OSi",
  "method": "the ωB97M-V functional and the def2-TZVPD basis",
  "species": ["O", "C", "Si", "C", "F", "F", "F", "H", "H", "H"],
  "coordinates": [[-1.737, -1.020, 1.775], [-1.823, -0.406, 0.285], [-0.220, -0.592, -0.695], [-3.139, 0.207, -0.057], [-3.437, -0.126, -1.304], [-3.038, 1.526, -0.035], [-4.131, -0.050, 0.802], [-0.094, 0.562, -1.427], [0.953, -0.592, 0.184], [-0.327, -1.951, -1.435]],
  "forces_ev_per_angstrom": [[-0.54, 3.43, -8.32], [1.04, -3.82, 8.66], [-0.14, -2.68, 0.93], [-0.39, 0.42, 1.16], [-0.67, -0.63, -0.58], [0.62, 1.32, -0.17], [0.16, -0.85, -0.65], [0.02, 1.76, -1.71], [-0.13, -0.20, 0.30], [0.04, 1.24, 0.39]],
  "nbo_charge": [-0.41, 0.01, 0.84, 0.87, -0.31, -0.31, -0.29, -0.17, -0.12, -0.11],
  "de_lowest_ev": 2.9905,
  "homo_ha": [-0.4158, -0.3998]
}

***

Entry 5:
{
  "formula": "C2H3F3Si",
  "method": "the ωB97M-V functional and the def2-TZVPD basis",
  "species": ["C", "C", "F", "F", "F", "Si", "H", "H", "H"],
  "coordinates": [[1.575, -0.427, 0.048], [0.491, 0.242, 0.035], [1.595, -1.745, -0.130], [2.803, 0.061, -0.018], [0.725, 1.967, 0.001], [-1.431, -0.044, 0.006], [-2.002, 0.011, 1.277], [-2.114, -1.353, -0.471], [-1.642, 1.289, -0.748]],
  "forces_ev_per_angstrom": [[3.69, -1.21, -1.25], [-3.51, 5.16, 0.24], [-0.14, 0.41, 0.55], [-0.67, -0.30, 0.33], [-0.48, -5.09, 0.26], [0.76, 1.01, -2.01], [-0.35, 0.35, 1.79], [1.12, 0.96, -0.25], [-0.42, -1.30, 0.34]],
  "nbo_charge": [0.67, -0.11, -0.29, -0.28, -0.42, 0.81, -0.17, -0.12, -0.10],
  "de_lowest_ev": 8.3899,
  "homo_ha": -0.4009
}

***

Entry 6:
{
  "formula": "C2H3F4NOS",
  "method": "the ωB97M-V functional and the def2-TZVPD basis",
  "species": ["C", "C", "N", "O", "F", "F", "F", "F", "S", "H", "H", "H"],
  "coordinates": [[0.850, -0.769, -2.066], [-1.114, -0.281, 1.468], [0.738, 1.333, -0.194], [1.802, -0.803, 0.556], [-0.318, -0.285, -2.564], [0.748, -2.150, -2.129], [-0.477, 0.039, 2.574], [-1.812, 0.914, 1.132], [0.652, -0.346, -0.160], [-1.938, -1.095, 1.282], [0.972, 1.759, 0.724], [-0.102, 1.683, -0.623]],
  "forces_ev_per_angstrom": [[-0.62, -1.07, -0.13], [-1.38, 1.54, -2.86], [0.41, -0.72, 0.09], [0.69, -0.60, 0.53], [0.37, -0.36, -0.31], [-0.06, 1.61, -0.06], [-0.27, -1.25, 0.28], [0.86, -1.45, -0.01], [-1.30, 1.46, 1.90], [1.98, 0.95, 1.41], [-0.40, -0.64, -0.89], [-0.29, 0.53, 0.04]],
  "nbo_charge": [0.40, 0.43, -1.03, -0.89, -0.36, -0.36, -0.31, -0.39, 1.50, 0.18, 0.42, 0.40],
  "de_lowest_ev": 4.9849,
  "homo_ha": [-0.3262, -0.3300]
}

***

Entry 7:
{
  "formula": "C2H3F5NaSi",
  "method": "the ωB97M-V functional and the def2-TZVPD basis",
  "species": ["F", "C", "F", "F", "C", "F", "F", "Si", "H", "H", "H", "Na"],
  "coordinates": [[2.263, -0.035, -0.392], [1.063, 0.240, 0.173], [1.098, 1.507, 0.569], [1.066, -0.509, 1.337], [-0.135, -0.101, -0.740], [0.161, -1.330, -1.240], [0.002, 0.803, -1.751], [-1.920, -0.090, 0.045], [-1.945, -1.267, 0.921], [-2.782, -0.178, -1.136], [-2.010, 1.186, 0.776], [3.139, -0.226, 1.437]],
  "forces_ev_per_angstrom": [[-0.30, 0.10, -0.91], [-0.85, 0.23, 0.45], [-0.05, -0.22, -0.21], [-0.62, 0.00, -0.45], [0.58, 0.19, 0.01], [-0.08, -0.13, -0.03], [-0.23, -0.07, -0.02], [0.12, 0.15, -0.07], [-0.04, 0.01, 0.02], [-0.05, -0.01, 0.04], [-0.04, -0.07, -0.01], [1.56, -0.16, 1.18]],
  "nbo_charge": [-0.34, 0.89, -0.29, -0.37, 0.31, -0.32, -0.32, 0.78, -0.12, -0.10, -0.12, 0.99],
  "homo_ha": -0.5708,
  "total_charge": 1
}

***

Entry 8:
{
  "formula": "C2H3FIN",
  "method": "the ωB97M-V functional and the def2-TZVPD basis",
  "species": ["C", "C", "N", "F", "I", "H", "H", "H"],
  "coordinates": [[-0.554, -0.548, -0.022], [-1.744, -0.988, -0.308], [0.542, -0.066, 0.093], [2.752, 1.365, -0.147], [-3.439, 0.199, 0.124], [3.260, 2.084, 0.148], [-1.961, -1.922, -0.787], [1.144, -0.125, 0.898]],
  "forces_ev_per_angstrom": [[0.32, -1.08, -0.83], [1.15, -1.08, -0.40], [0.48, 0.46, 1.03], [0.35, 0.32, 0.15], [-2.26, 1.38, 0.47], [-0.13, -0.19, -0.13], [-0.24, -0.13, -0.02], [0.33, 0.32, -0.27]],
  "nbo_charge": [0.33, -0.45, -0.60, -0.56, 0.05, 0.56, 0.24, 0.42],
  "s2": 2.02,
  "de_lowest_ev": 0.0000,
  "homo_ha": [-0.2016, -0.3438],
  "multiplicity": 3
}